Formula: C50H54N5NiO2PSSb2
Source: the Open Molecules 2025 dataset
Level of theory: the ωB97M-V functional and the def2-TZVPD basis

Geometry (Å):
Ni -0.11 -0.46 -0.07
N 0.51 -4.35 7.09
C 0.48 -3.27 6.23
C -0.70 -2.93 5.57
C -0.74 -1.83 4.73
C 0.40 -1.06 4.54
C 1.58 -1.38 5.19
C 1.62 -2.48 6.03
S 0.36 0.27 3.40
O -1.01 0.69 3.30
O 1.37 1.21 3.79
N 0.72 -0.35 1.94
C 1.99 -0.51 1.55
N 2.08 -0.48 0.19
C 3.26 -0.69 -0.36
C 4.40 -0.91 0.40
C 4.20 -0.93 1.78
N 3.03 -0.75 2.36
H -0.22 -5.03 7.02
H 1.41 -4.72 7.35
H -1.59 -3.52 5.73
H -1.66 -1.56 4.22
H 2.46 -0.78 5.03
H 2.54 -2.73 6.55
H 3.30 -0.68 -1.45
H 5.36 -1.07 -0.06
H 5.04 -1.12 2.44
C -0.35 3.49 -1.53
C 0.72 3.36 -2.62
C 1.41 1.99 -2.72
Sb 0.07 0.31 -2.59
C -1.48 1.11 -3.81
C -2.72 1.48 -3.28
C -3.69 2.05 -4.09
C -3.43 2.27 -5.44
C -2.19 1.92 -5.97
C -1.22 1.35 -5.16
C 1.00 -0.87 -4.11
C 2.38 -0.90 -4.24
C 3.00 -1.74 -5.16
C 2.23 -2.56 -5.96
C 0.85 -2.54 -5.86
C 0.24 -1.70 -4.94
Sb 0.13 2.56 0.35
C 1.97 3.59 0.66
C 2.08 4.95 0.37
C 3.29 5.61 0.53
C 4.40 4.91 1.00
C 4.30 3.56 1.30
C 3.08 2.91 1.14
C -1.10 3.83 1.53
C -2.40 4.10 1.12
C -3.23 4.91 1.89
C -2.75 5.45 3.08
C -1.46 5.18 3.50
C -0.63 4.36 2.73
H -1.28 3.02 -1.86
H -0.59 4.54 -1.33
H 1.50 4.11 -2.45
H 0.27 3.60 -3.59
H 2.13 1.86 -1.90
H 1.95 1.90 -3.66
H -2.93 1.33 -2.23
H -4.65 2.32 -3.67
H -4.18 2.71 -6.07
H -1.98 2.10 -7.02
H -0.26 1.08 -5.59
H 3.00 -0.25 -3.63
H 4.08 -1.74 -5.24
H 2.71 -3.22 -6.68
H 0.25 -3.18 -6.49
H -0.85 -1.69 -4.87
H 1.22 5.51 0.02
H 3.37 6.66 0.30
H 5.35 5.42 1.13
H 5.15 3.02 1.68
H 3.00 1.86 1.40
H -2.79 3.68 0.20
H -4.24 5.12 1.57
H -3.39 6.08 3.68
H -1.09 5.59 4.43
H 0.37 4.14 3.07
C 0.27 -4.98 -2.09
C 0.22 -3.48 -1.83
P 0.01 -2.89 -0.10
C 1.42 -3.70 0.76
C 1.31 -3.77 2.29
C -1.45 -3.85 0.47
C -2.07 -3.35 1.77
H 0.33 -5.18 -3.16
H -0.62 -5.49 -1.71
H 1.14 -5.45 -1.63
H -0.61 -3.03 -2.39
H 1.12 -2.99 -2.22
H 2.32 -3.15 0.47
H 1.52 -4.71 0.36
H 1.08 -2.80 2.73
H 2.25 -4.12 2.72
H 0.53 -4.47 2.59
H -1.14 -4.89 0.56
H -2.18 -3.80 -0.34
H -1.41 -3.51 2.62
H -3.01 -3.88 1.97
H -2.30 -2.28 1.72
N -7.52 -0.13 -0.53
C -6.38 -0.18 -0.43
C -4.94 -0.24 -0.31
C -4.27 0.58 0.59
C -2.88 0.50 0.69
C -2.12 -0.36 -0.11
C -2.84 -1.16 -1.00
C -4.22 -1.13 -1.10
H -4.83 1.26 1.22
H -2.40 1.12 1.44
H -2.31 -1.84 -1.66
H -4.75 -1.77 -1.80

The calculation puts the LUMO energy (alpha / beta) at 0.4 / 0.3 eV. As for the HOMO-LUMO gap (alpha / beta): 7.69 / 8.22 eV. For the highest occupied orbital energy (alpha / beta), the calculation gives -7.33 / -7.94 eV. The expectation value of S² is 2.010. Its spin multiplicity is 3.


Formula: C11H12BN4OOsS6
Source: the Open Molecules 2025 dataset
Level of theory: the ωB97M-V functional and the def2-TZVPD basis

Geometry (Å):
Os 0.03 0.30 -0.32
O -3.04 2.11 -5.95
C -2.46 1.65 -5.03
S -0.72 1.89 -4.73
C -0.66 0.99 -3.25
C -1.83 0.38 -2.82
S -1.94 -0.55 -1.37
S -3.23 0.58 -3.81
S 0.84 0.89 -2.41
C 3.39 -1.52 0.09
N 3.23 -0.37 0.96
C 4.20 0.54 1.26
C 3.66 1.42 2.15
N 2.37 1.03 2.40
B 1.50 1.72 3.51
N -0.02 1.76 3.15
C -1.02 1.53 4.06
C -2.21 1.78 3.47
N -1.95 2.15 2.18
C -2.92 2.54 1.17
C -0.60 2.13 2.00
S 0.19 2.49 0.50
C 2.11 -0.05 1.66
S 0.63 -0.96 1.57
H 4.34 -1.44 -0.44
H 2.58 -1.56 -0.64
H 3.37 -2.44 0.66
H 5.19 0.51 0.83
H 4.09 2.28 2.62
H 1.60 1.08 4.51
H 1.89 2.85 3.62
H -0.80 1.21 5.06
H -3.21 1.72 3.85
H -3.92 2.43 1.59
H -2.83 1.90 0.29
H -2.77 3.58 0.87

The calculation puts the LUMO energy (alpha / beta) at -4.5 / -6.0 eV. As for the HOMO-LUMO gap (alpha / beta): 6.48 / 5.95 eV. For the highest occupied orbital energy (alpha / beta), the calculation gives -11.01 / -11.97 eV. The expectation value of S² is 6.026. Its spin multiplicity is 5. The total charge is +1. The value obtained for the relative energy (zero: lowest compared OMol25 entry of this formula, charge and spin) is 19.5 kJ/mol.


Formula: C4H5NOS
Source: the Open Molecules 2025 dataset
Level of theory: the ωB97M-V functional and the def2-TZVPD basis

Geometry (Å):
C 2.67 -0.62 -0.31
C -1.41 0.12 0.09
C 2.35 -1.80 0.13
C -2.32 1.24 0.25
N -1.70 0.90 -0.97
O -0.80 -0.81 0.49
S 3.03 0.81 -0.84
H 1.44 -1.83 0.81
H 3.08 -2.47 0.57
H -1.94 1.94 1.05
H -3.37 1.07 0.27
H -1.04 1.45 -1.55

The calculation puts the LUMO energy at 0.0 eV. The SMILES is O=C1CN1.C=C=S. As for the HOMO-LUMO gap: 8.62 eV. For the highest occupied orbital energy, the calculation gives -8.61 eV. Its spin multiplicity is 1. The value obtained for the relative energy (zero: lowest compared OMol25 entry of this formula, charge and spin) is 375.7 kJ/mol.


Formula: C8H10N2OP
Source: the Open Molecules 2025 dataset
Level of theory: the ωB97M-V functional and the def2-TZVPD basis

Geometry (Å):
C -2.83 -1.55 0.21
C -1.74 -2.29 0.04
C -2.84 -0.15 0.02
C -0.41 -1.78 -0.35
C -1.72 0.59 -0.33
C -0.11 -0.50 -0.43
C 2.79 0.62 -1.16
C 1.59 0.79 1.50
N -0.72 2.70 -0.44
N -1.62 1.92 -0.35
O 0.61 2.09 -0.75
P 1.24 0.67 -0.31
H -3.74 -2.07 0.61
H -1.71 -3.33 0.33
H -3.85 0.37 -0.01
H 0.41 -2.35 -0.75
H 2.88 0.58 -2.14
H 3.19 1.56 -0.76
H 3.55 -0.11 -0.63
H 0.73 1.23 2.05
H 1.72 -0.17 1.95
H 2.57 1.21 1.71

The calculation puts the LUMO energy at -5.0 eV. As for the HOMO-LUMO gap: 8.40 eV. For the highest occupied orbital energy, the calculation gives -13.35 eV. Its spin multiplicity is 1. The total charge is +1. The value obtained for the relative energy (zero: lowest compared OMol25 entry of this formula, charge and spin) is 69.2 kJ/mol.


Formula: C23H19N5O4S3SbSe4Tc
Source: the Open Molecules 2025 dataset
Level of theory: the ωB97M-V functional and the def2-TZVPD basis

Geometry (Å):
Tc 0.47 -0.07 -0.43
N -3.41 0.70 -2.29
C -2.19 0.72 -1.77
S -1.72 -0.66 -0.76
N -1.39 1.74 -1.97
N -0.21 1.68 -1.29
C 0.43 2.81 -1.26
C 1.58 3.08 -0.47
C 2.31 4.27 -0.68
C 3.36 4.61 0.12
C 3.70 3.78 1.20
C 2.99 2.64 1.46
C 1.93 2.26 0.62
O 1.26 1.15 0.88
H -4.14 0.04 -1.98
H -3.72 1.52 -2.78
H -0.01 3.62 -1.85
H 2.02 4.91 -1.51
H 3.92 5.52 -0.06
H 4.52 4.06 1.85
H 3.24 1.99 2.30
S 4.90 -0.87 -0.26
C 4.70 0.36 -1.43
C 3.39 0.63 -1.69
C 2.51 -0.17 -0.91
C 3.20 -1.03 -0.09
C 2.48 -1.87 0.83
C 3.04 -2.82 1.69
C 2.20 -3.57 2.48
C 0.83 -3.39 2.42
C 0.34 -2.43 1.56
N 1.14 -1.68 0.79
H 5.57 0.81 -1.89
H 3.07 1.37 -2.41
H 4.11 -2.96 1.71
H 2.62 -4.32 3.15
H 0.14 -3.98 3.01
H -0.72 -2.24 1.46
N -1.18 0.46 2.59
C -2.49 0.06 2.27
C -2.89 -1.25 2.52
C -3.98 -1.79 1.84
C -4.67 -1.02 0.92
C -4.38 0.34 0.82
C -3.30 0.88 1.49
S -5.79 -1.81 -0.24
O -7.13 -1.66 0.29
O -5.56 -1.04 -1.47
O -5.29 -3.17 -0.32
H -0.76 -0.01 3.38
H -1.04 1.46 2.66
H -2.32 -1.87 3.20
H -4.24 -2.83 1.94
H -4.97 0.94 0.14
H -3.01 1.91 1.32
Se 2.43 -1.70 -3.49
Sb 0.95 -2.73 -5.31
Se 0.33 -1.26 -2.45
Se 0.47 -4.97 -4.95
Se 0.34 -1.18 -6.92

The calculation puts the LUMO energy (alpha / beta) at -3.2 / -3.2 eV. As for the HOMO-LUMO gap (alpha / beta): 4.60 / 4.60 eV. For the highest occupied orbital energy (alpha / beta), the calculation gives -7.84 / -7.84 eV. Its spin multiplicity is 1. The value obtained for the relative energy (zero: lowest compared OMol25 entry of this formula, charge and spin) is 99.2 kJ/mol.


Formula: C18H16N4O3PtS
Source: the Open Molecules 2025 dataset
Level of theory: the ωB97M-V functional and the def2-TZVPD basis

Geometry (Å):
Pt 0.64 0.18 -0.28
O -0.48 -3.93 1.08
C -0.60 -3.61 2.39
C -0.90 -4.65 3.26
C -1.05 -4.42 4.61
C -0.92 -3.14 5.13
C -0.63 -2.10 4.27
C -0.46 -2.30 2.90
C -0.14 -1.14 2.03
O 0.09 -1.41 0.75
N -0.05 0.04 2.53
N 0.06 1.04 1.55
C 1.26 1.56 1.42
C 1.44 2.87 0.72
C 1.69 4.02 1.46
C 1.85 5.24 0.82
C 1.79 5.29 -0.57
C 1.55 4.14 -1.31
C 1.37 2.92 -0.66
O 1.15 1.80 -1.38
H -0.26 -3.11 0.60
H -1.00 -5.65 2.84
H -1.28 -5.25 5.27
H -1.04 -2.95 6.19
H -0.52 -1.09 4.64
H 2.07 1.19 2.04
H 1.74 3.96 2.54
H 2.04 6.14 1.39
H 1.93 6.23 -1.08
H 1.51 4.17 -2.39
C -1.38 -2.27 -4.28
N -1.08 -0.85 -4.17
C -1.68 0.18 -4.89
C -1.16 1.34 -4.43
N -0.24 1.00 -3.46
C -0.22 -0.32 -3.28
S 0.76 -1.20 -2.17
H -2.05 -2.41 -5.12
H -1.85 -2.62 -3.37
H -0.47 -2.84 -4.45
H -2.39 -0.02 -5.67
H -1.34 2.35 -4.73
H 0.25 1.61 -2.75

The calculation puts the LUMO energy at 0.3 eV. As for the HOMO-LUMO gap: 8.24 eV. For the highest occupied orbital energy, the calculation gives -7.96 eV. Its spin multiplicity is 1. The value obtained for the relative energy (zero: lowest compared OMol25 entry of this formula, charge and spin) is 100.0 kJ/mol.


no.,E_tot (hartree)
1,-5090.28519
2,-3225.13355
3,-683.46484
4,-836.52768
5,-12583.94272
6,-1657.79458